(1)
Density functional theory data (ωB97M-V with the def2-TZVPD basis set) for a structure of composition C23H18AuBr2N5OS.

Geometry (Å):
Au -0.39423 -2.76600 0.48341
Br 2.12343 -0.77217 5.38204
C 2.85692 -1.23101 3.78373
C 4.19785 -1.12749 3.55327
C 4.72132 -1.50716 2.30961
Br 6.52880 -1.32837 2.10443
C 3.91382 -2.02476 1.22003
C 4.46255 -2.41822 -0.00343
C 3.62348 -2.91434 -0.97804
C 2.26899 -3.00259 -0.71051
N 1.72347 -2.62024 0.45955
C 2.52828 -2.14395 1.40456
C 1.90998 -1.73037 2.71442
O 0.73523 -1.78254 2.92557
H 4.86226 -0.75981 4.32286
H 5.52582 -2.34062 -0.18188
H 4.00349 -3.23644 -1.93674
H 1.58369 -3.39406 -1.44872
S -0.97649 4.52922 0.13038
C -0.69247 2.80302 0.10818
C -0.00008 2.11429 -0.88676
C 0.17327 0.74960 -0.75029
N -0.27111 0.03419 0.28575
C -0.93777 0.70389 1.23312
C -1.17546 2.06189 1.19067
C -0.36673 5.03240 -1.46249
C -1.11714 4.80841 -2.60863
C -0.59584 5.23421 -3.82138
N 0.57506 5.85583 -3.93901
C 1.26867 6.08625 -2.83068
C 0.84638 5.69223 -1.56554
H 0.38963 2.62533 -1.75564
H 0.69788 0.19880 -1.52527
H -1.30742 0.11478 2.06641
H -1.73653 2.53966 1.98323
H -2.08332 4.32466 -2.55853
H -1.14846 5.07589 -4.74020
H 2.21010 6.60911 -2.95320
H 1.44559 5.90035 -0.68981
C -5.72299 -2.22520 -0.65371
N -4.49498 -2.83388 -0.14762
C -4.40191 -4.02776 0.52370
C -3.09143 -4.20007 0.83163
N -2.38829 -3.11684 0.35192
C -3.26743 -2.31312 -0.22992
H -6.48100 -2.99736 -0.74314
H -5.54051 -1.79566 -1.63508
H -6.07283 -1.45496 0.02993
H -5.26300 -4.64244 0.71690
H -2.61122 -5.01334 1.34394
H -3.03734 -1.37323 -0.70304

Net charge: +2
Spin multiplicity: 1
Largest force on an atom in eV/A: 0.084
Energy in eV: -188237.6392
HOMO-LUMO gap in eV: 3.37

(2)
Density functional theory data (ωB97M-V with the def2-TZVPD basis set) for a structure of composition C21H44GaN5S2Si4Te.

Geometry (Å):
Ga 0.09369 -0.09393 -0.28079
C -3.36686 0.09564 -3.80799
N -3.61593 -0.34904 -2.44721
C -4.81024 -0.25379 -1.76735
C -4.59889 -0.66806 -0.50869
N -3.25619 -1.01903 -0.40424
C -2.66367 -0.82014 -1.62369
S -1.08747 -1.15926 -2.15338
C -2.67892 -1.68944 0.69477
C -3.47770 -2.48689 1.50360
C -2.88203 -3.25898 2.48224
C -1.50139 -3.23953 2.59948
C -0.79532 -2.37159 1.79477
N -1.36003 -1.57357 0.88182
H -4.31344 0.34273 -4.27898
H -2.86781 -0.68318 -4.37913
H -2.72638 0.97743 -3.79422
H -5.70962 0.10082 -2.23778
H -5.27006 -0.69213 0.32959
H -4.54727 -2.51549 1.35763
H -3.48150 -3.88490 3.12839
H -0.98399 -3.86778 3.30904
H 0.27479 -2.28071 1.88207
C 4.76352 1.15475 0.80227
N 3.36989 0.95836 1.17747
C 2.73146 -0.14914 1.49415
S 1.08637 0.01343 2.02503
N 3.23327 -1.37792 1.40145
C 4.58778 -1.82088 1.06878
H 4.88433 2.20073 0.54345
H 5.02786 0.55321 -0.06176
H 5.43882 0.92520 1.62543
H 2.81940 1.79456 1.30365
H 2.62126 -2.08189 1.77479
H 4.81217 -1.63686 0.02018
H 4.63884 -2.89269 1.23469
H 5.33112 -1.34232 1.70113
C 5.72525 4.38819 -3.84192
Si 5.02514 2.92871 -2.86557
C 6.43499 2.14863 -1.86666
C 4.25588 1.59907 -3.96361
Si 3.24031 4.07628 -1.71812
Te 1.03055 1.87190 -1.44799
Si 3.47683 5.33203 0.32054
C 4.60338 6.70972 -0.31387
C 1.75919 5.96585 0.77823
C 4.27281 4.57479 1.86509
Si 1.69789 5.13467 -3.23780
C 0.00334 5.49986 -2.49317
C 1.43159 3.96901 -4.70036
C 2.58327 6.73278 -3.72322
H 6.58914 4.08865 -4.43734
H 6.05396 5.19135 -3.17916
H 4.98535 4.80225 -4.52806
H 7.34459 2.15035 -2.46973
H 6.23162 1.10679 -1.61850
H 6.66123 2.68400 -0.94342
H 5.02006 0.97613 -4.43116
H 3.65804 2.03834 -4.76192
H 3.59754 0.94712 -3.38649
H 4.18511 7.18910 -1.20007
H 5.59438 6.33565 -0.57682
H 4.73869 7.48591 0.44124
H 1.42185 6.71492 0.06123
H 1.75482 6.43467 1.76327
H 1.02197 5.16123 0.79075
H 5.23533 4.10412 1.66229
H 3.62567 3.85168 2.36582
H 4.46669 5.37281 2.58458
H -0.52016 4.57025 -2.26578
H -0.60674 6.05747 -3.20617
H 0.05399 6.08900 -1.57892
H 1.10213 2.99113 -4.34551
H 2.33259 3.82921 -5.29804
H 0.65693 4.35544 -5.36486
H 2.63023 7.43333 -2.88852
H 2.05032 7.23409 -4.53303
H 3.60208 6.55507 -4.06850

Net charge: +2
Spin multiplicity: 1
Largest force on an atom in eV/A: 1.006
Energy in eV: -142782.2207
HOMO-LUMO gap in eV: 6.37

(3)
Density functional theory data (ωB97M-V with the def2-TZVPD basis set) for a structure of composition C21H43N2P3S2W.

Geometry (Å):
W 0.16775 -0.06359 -0.14054
P 0.24890 -0.29237 2.20887
P 2.73357 0.34455 -0.30888
P -2.35902 0.35513 0.27889
H 2.22277 -1.81051 -1.99068
C 1.25000 -1.44498 -1.67593
C 0.50306 -0.43655 -2.39111
H 0.99103 0.43004 -2.85294
C 0.55663 -2.01709 2.69834
C 1.58703 0.62109 3.04683
C -1.06536 0.15974 3.38191
C 3.66755 0.65597 -1.86024
C 3.48838 1.78714 0.51507
C 3.69099 -1.01919 0.42734
C -3.22323 0.32405 -1.32700
C -2.86280 2.03936 0.80372
C -3.54246 -0.55163 1.35087
H 0.61861 -2.14218 -1.09733
H -0.37514 -0.81634 -2.89994
H 0.75966 -2.01612 3.78154
H 1.41736 -2.43283 2.16233
H -0.32187 -2.63935 2.48198
H 1.46221 0.46543 4.12623
H 1.50899 1.69670 2.85154
H 2.58013 0.26569 2.76246
H -0.62911 0.12749 4.38925
H -1.90091 -0.54120 3.35896
H -1.45169 1.17135 3.22345
H 4.72506 0.81344 -1.60225
H 3.30885 1.57137 -2.34626
H 3.61259 -0.16756 -2.57645
H 4.55620 1.56652 0.64380
H 3.06020 1.99993 1.49197
H 3.39699 2.67909 -0.11427
H 4.75836 -0.82804 0.25643
H 3.42599 -1.97102 -0.03945
H 3.51843 -1.09892 1.50418
H -4.26288 0.60172 -1.12638
H -3.16423 -0.68242 -1.75412
H -2.75606 1.04260 -2.00763
H -3.91943 2.14433 0.53635
H -2.31724 2.83667 0.29780
H -2.78292 2.20450 1.88462
H -4.46152 -0.73573 0.77932
H -3.82865 0.05067 2.23054
H -3.14343 -1.51687 1.67675
C -2.06036 -4.05446 -1.40851
C -2.55634 -5.37658 -1.16190
C -2.74405 -6.27688 -2.20946
C -2.61735 -5.83938 -3.54379
C -2.31900 -4.48723 -3.81207
C -2.07419 -3.58486 -2.76200
S -1.38440 -3.21559 -0.08465
H -1.07250 -0.45860 -1.07790
H -2.68429 -5.69256 -0.12999
H -2.98050 -7.32707 -1.99614
H -2.76885 -6.54210 -4.37650
H -2.25685 -4.13085 -4.85467
H -1.83891 -2.53134 -2.95727
C 1.54191 4.74752 -1.49555
N 1.17481 4.48839 -0.10851
C 1.48251 5.29711 0.98459
C 0.98282 4.68966 2.09067
N 0.39117 3.50552 1.65373
C 0.51546 3.39641 0.30611
S -0.00821 2.15417 -0.81715
H 2.23930 3.98822 -1.87027
H 0.64515 4.73743 -2.12206
H 2.02032 5.72816 -1.53997
H 2.02827 6.22782 0.86881
H 0.98588 4.99493 3.13540
H -0.09115 2.83208 2.24911

Net charge: +4
Spin multiplicity: 3
Largest force on an atom in eV/A: 3.648
Energy in eV: -76773.6194
HOMO-LUMO gap (alpha / beta) in eV: 3.96 / 4.86

(4)
Density functional theory data (ωB97M-V with the def2-TZVPD basis set) for a cluster of 2 separate species, C5H14 in total.

Geometry (Å):
C -0.84389 -0.44593 -0.82460
C -2.02502 0.09432 -0.03608
C -2.57144 -0.90081 1.00037
H -1.10087 -1.38557 -1.31748
H 0.00127 -0.62241 -0.16397
H -0.52049 0.31633 -1.54496
H -1.81292 1.05115 0.44378
H -2.82068 0.32656 -0.75190
H -3.45731 -1.42920 0.65781
H -1.85345 -1.70345 1.21014
H -2.75059 -0.42818 1.96624
C 2.95712 0.58687 -0.74182
C 2.25976 0.66295 0.60458
H 4.03409 0.43295 -0.68270
H 2.58058 -0.25027 -1.33613
H 2.76461 1.43604 -1.40764
H 2.81898 1.30256 1.28046
H 1.24600 1.04990 0.64534
H 2.24152 -0.35275 1.00596

Net charge: 0
Spin multiplicity: 1
Largest force on an atom in eV/A: 1.324
Structure (SMILES): CCC.CC
Energy in eV: -5411.7948
HOMO-LUMO gap in eV: 12.47